A cluster of 3 separate species, C35H75NO4S in total, computed with ωB97M-V/def2-TZVPD.

Its structure (SMILES) is CCCCCCC[C@@H]1C[C@H](CCCN)OS(=O)(=O)[C@@H]1CCCCCCCCOC.CCCCCC.CCCCCC. The energy above the lowest of the compared OMol25 structures with the same formula, charge and spin comes out at 12.1 kcal/mol. The total energy is -58026.116 eV. Its LUMO energy is 0.50 eV.

```
! wB97M-V def2-TZVPD RIJCOSX def2/J DEFGRID3
* xyz 0 1
C 4.0909 -1.9875 4.3388
C 3.8182 -0.4831 4.2571
C 4.1216 0.0721 2.8446
C 3.2767 1.3026 2.4522
C 2.4166 1.1041 1.1885
C 0.8954 1.1218 1.4616
C 0.3023 2.5199 1.2450
C -0.9398 2.9027 2.0539
C -0.8825 2.4730 3.5190
C -1.8719 3.3065 4.3034
C -1.8474 3.1189 5.8271
C -1.3381 1.7786 6.3407
C -2.2781 0.5802 6.0788
N -3.6859 0.9834 6.0436
O -3.2435 3.1732 3.8078
S -3.5528 2.1568 2.6395
O -3.4078 0.8264 3.1561
O -4.8211 2.5248 2.0933
C -2.2971 2.4959 1.3987
C -2.2437 1.3754 0.3578
C -1.9116 -0.0497 0.8616
C -3.0750 -1.0262 0.7114
C -2.9928 -2.2860 1.6137
C -1.6781 -2.4782 2.3793
C -1.4647 -3.9363 2.8341
C -0.3296 -4.6522 2.0902
C -0.3278 -4.4829 0.5659
O 0.9409 -4.1371 0.0413
C 1.2593 -2.7836 0.2046
H 4.2567 -2.3071 5.3654
H 3.2631 -2.5514 3.9137
H 4.9902 -2.2220 3.7692
H 2.7752 -0.2716 4.4866
H 4.4645 0.0310 4.9671
H 5.1831 0.3081 2.7856
H 3.9491 -0.7423 2.1384
H 3.9592 2.1370 2.2867
H 2.6531 1.5908 3.2994
H 2.6380 1.9144 0.4908
H 2.6902 0.1817 0.6797
H 0.7345 0.7629 2.4752
H 0.4526 0.4180 0.7595
H 0.1223 2.6427 0.1762
H 1.0759 3.2529 1.4898
H -0.9529 3.9937 2.0929
H 0.1092 2.7104 3.9141
H -1.0313 1.4035 3.6458
H -1.6032 4.3443 4.1023
H -2.8587 3.2893 6.1879
H -1.2182 3.9143 6.2288
H -1.2313 1.8678 7.4249
H -0.3380 1.5634 5.9648
H -1.9970 0.0862 5.1507
H -2.1159 -0.1458 6.8799
H -4.2127 0.3990 5.4098
H -4.0909 0.8549 6.9610
H -2.6786 3.3836 0.8955
H -3.2192 1.3474 -0.1341
H -1.5348 1.6333 -0.4256
H -1.5785 -0.0025 1.8896
H -1.0844 -0.4341 0.2616
H -4.0095 -0.5104 0.9309
H -3.1448 -1.3428 -0.3315
H -3.1889 -3.1660 0.9976
H -3.7993 -2.2484 2.3453
H -1.7302 -1.8496 3.2688
H -0.8227 -2.1544 1.7914
H -1.2263 -3.9346 3.8984
H -2.3982 -4.4944 2.7443
H -0.3937 -5.7165 2.3163
H 0.6220 -4.3151 2.5019
H -0.5615 -5.4413 0.1053
H -1.0854 -3.7722 0.2237
H 2.1666 -2.5666 -0.3532
H 1.4350 -2.5186 1.2544
H 0.4645 -2.1284 -0.1728
C -1.4980 2.0794 -6.6438
C -1.1076 0.6184 -6.4412
C -2.1715 -0.2042 -5.7168
C -2.4960 0.2700 -4.2994
C -1.2993 0.3250 -3.3523
C -0.6441 -1.0333 -3.1136
H -1.6438 2.5946 -5.6930
H -0.7219 2.6166 -7.1908
H -2.4250 2.1585 -7.2154
H -0.1592 0.5659 -5.9002
H -0.9230 0.1616 -7.4172
H -1.8516 -1.2496 -5.6884
H -3.0942 -0.1900 -6.3052
H -3.2533 -0.3970 -3.8753
H -2.9597 1.2595 -4.3408
H -1.6396 0.7212 -2.3929
H -0.5515 1.0311 -3.7273
H -1.3637 -1.7452 -2.7024
H 0.1829 -0.9481 -2.4048
H -0.2401 -1.4565 -4.0347
C 3.1670 0.3713 -2.8930
C 2.6758 1.0235 -4.1819
C 1.8015 0.1041 -5.0326
C 2.4907 -1.1668 -5.5304
C 3.7524 -0.9294 -6.3581
C 3.4977 -0.1468 -7.6432
H 3.7999 -0.4952 -3.0893
H 3.7517 1.0785 -2.3025
H 2.3221 0.0436 -2.2817
H 3.5310 1.3795 -4.7626
H 2.0923 1.9131 -3.9283
H 1.4180 0.6703 -5.8864
H 0.9227 -0.1871 -4.4468
H 1.7740 -1.7358 -6.1311
H 2.7394 -1.8058 -4.6784
H 4.1856 -1.8997 -6.6137
H 4.5046 -0.4109 -5.7573
H 2.7732 -0.6640 -8.2755
H 4.4184 -0.0306 -8.2165
H 3.1122 0.8530 -7.4380
*
```

A cluster of 6 separate species, C35H78ClF7O11P2Si2 in total at a distorted geometry, computed with ωB97M-V/def2-TZVPD.

Its structure (SMILES) is CCC[C@@H](C)[Si@@](C[C@H]1CO1)(O[Si@@](CCP(=O)(OCC)OCC)([C@@H](Cl)CC)C(F)(F)C(F)(F)C(F)(F)F)[PH2]=O.CC(C)O.CC(C)O.CC(C)O.CC(C)O.CC(C)O. The total energy is -125965.737 eV. Its LUMO energy is 0.60 eV.

```
! wB97M-V def2-TZVPD RIJCOSX def2/J DEFGRID3
* xyz 0 1
C -2.9343 -1.8715 -3.5833
C -3.6490 -0.7258 -2.8383
C -3.0210 0.6255 -3.1685
C -3.6698 1.8781 -2.5464
C -5.2102 1.8448 -2.6725
Si -3.2691 2.2112 -0.7417
C -3.8707 0.8789 0.4068
C -3.3985 0.9979 1.8621
C -2.9249 2.2451 2.4979
O -4.2140 1.5783 2.8330
O -1.6929 2.6797 -0.5129
Si -0.2840 1.8444 -0.6277
C -0.4327 -0.0056 -0.4900
C -0.4752 -0.5731 0.9519
P 0.6290 -1.9566 1.3027
O -0.0258 -3.2675 1.1594
O 1.8759 -1.6913 0.3767
C 2.9858 -2.6162 0.4839
C 4.2165 -1.9943 -0.1251
O 1.2078 -1.6750 2.7590
C 0.3403 -1.8721 3.8916
C 0.5064 -0.7217 4.8559
C 0.6826 2.4371 -2.1411
Cl 0.9387 1.0911 -3.3122
C 0.0901 3.6688 -2.8483
C 1.1744 4.6904 -3.1934
C 0.7468 2.5857 0.8472
F 0.0963 2.5778 2.0338
F 0.8983 3.9129 0.5088
C 2.1710 1.9996 1.0684
F 2.1919 1.2819 2.1981
F 2.4510 1.1713 0.0427
C 3.3326 3.0152 1.1699
F 3.5134 3.6577 0.0034
F 3.0915 3.9036 2.1362
F 4.4665 2.3572 1.4648
P -4.5292 4.0633 -0.2514
O -5.8075 3.7279 0.4466
H -2.5943 -2.6495 -2.9010
H -2.0411 -1.5016 -4.0945
H -3.5693 -2.3191 -4.3464
H -3.6058 -0.9354 -1.7698
H -4.6987 -0.7210 -3.1320
H -3.0563 0.7451 -4.2585
H -1.9532 0.5870 -2.9264
H -3.3279 2.7437 -3.1255
H -5.6848 1.2232 -1.9115
H -5.6519 2.8396 -2.6301
H -5.4867 1.4135 -3.6391
H -4.9594 0.8866 0.4743
H -3.5330 -0.1016 0.0798
H -2.8814 0.1192 2.2287
H -2.1978 2.0988 3.2869
H -3.2713 3.2315 2.2214
H 0.4319 -0.3984 -1.0309
H -1.2963 -0.3885 -1.0383
H -1.4550 -1.0189 1.1331
H -0.3365 0.1900 1.7191
H 2.7067 -3.5337 -0.0371
H 3.1599 -2.8775 1.5276
H 4.5199 -1.1105 0.4372
H 4.0303 -1.6904 -1.1546
H 5.0270 -2.7196 -0.1171
H -0.7004 -1.9586 3.5655
H 0.6006 -2.8255 4.3528
H -0.1810 -0.8474 5.6935
H 0.2663 0.2266 4.3729
H 1.5256 -0.6742 5.2374
H 1.6915 2.6922 -1.8124
H -0.6651 4.1380 -2.2161
H -0.3843 3.3393 -3.7736
H 0.7980 5.4811 -3.8386
H 2.0072 4.1917 -3.6908
H 1.5738 5.1236 -2.2727
H -4.7040 4.7806 -1.4594
H -3.7002 4.9497 0.4770
C 6.8629 -4.9841 -2.1092
C 6.1159 -3.9371 -2.9206
C 6.4620 -4.0121 -4.3991
O 6.3654 -2.6297 -2.4082
H 7.9418 -4.8235 -2.1917
H 6.5893 -4.9181 -1.0559
H 6.6409 -5.9917 -2.4634
H 5.0409 -4.0813 -2.7919
H 7.5299 -3.8254 -4.5443
H 5.9080 -3.2595 -4.9596
H 6.2298 -4.9951 -4.8108
H 7.3068 -2.4437 -2.4992
C 3.7136 6.0567 -7.8599
C 3.8699 5.5526 -6.4339
C 5.2691 5.0168 -6.1748
O 2.8878 4.5610 -6.1379
H 3.8798 5.2391 -8.5671
H 2.7073 6.4429 -8.0207
H 4.4306 6.8482 -8.0811
H 3.6584 6.3657 -5.7366
H 5.4760 4.1716 -6.8375
H 5.3606 4.6690 -5.1460
H 6.0257 5.7818 -6.3531
H 3.0312 3.8138 -6.7300
C -6.0230 -3.9849 1.1093
C -5.4846 -2.6809 1.6732
C -6.2762 -2.2063 2.8807
O -5.4589 -1.6661 0.6669
H -7.0579 -3.8521 0.7805
H -5.4320 -4.3031 0.2506
H -6.0031 -4.7770 1.8585
H -4.4377 -2.8155 1.9548
H -7.3172 -2.0237 2.5987
H -5.8642 -1.2734 3.2665
H -6.2649 -2.9508 3.6777
H -6.3659 -1.5099 0.3788
C -3.7134 3.7014 5.7983
C -3.8460 2.3711 6.5174
C -4.3270 2.5406 7.9494
O -2.6048 1.6591 6.4840
H -2.9788 4.3424 6.2958
H -3.3770 3.5403 4.7762
H -4.6604 4.2412 5.7625
H -4.5437 1.7370 5.9685
H -3.6110 3.1403 8.5193
H -4.4205 1.5712 8.4388
H -5.2942 3.0435 7.9835
H -1.9529 2.1887 6.9573
C 3.9473 -7.7726 1.7694
C 4.0675 -6.4674 2.5397
C 3.1374 -6.4301 3.7422
O 3.8216 -5.3520 1.6841
H 2.9284 -7.8915 1.3902
H 4.6276 -7.7771 0.9178
H 4.1767 -8.6296 2.4038
H 5.0987 -6.3385 2.8746
H 2.0975 -6.5109 3.4137
H 3.2492 -5.4885 4.2797
H 3.3442 -7.2516 4.4293
H 2.9142 -5.4254 1.3621
*
```

A cluster of 8 separate species, C35H80IN5O23PS7 in total at a distorted geometry, computed with ωB97M-V/def2-TZVPD.

The energy above the lowest of the compared OMol25 structures with the same formula, charge and spin comes out at 104.9 kcal/mol. The total energy is -185355.748 eV. Its LUMO energy is -3.58 eV.

```
! wB97M-V def2-TZVPD RIJCOSX def2/J DEFGRID3
* xyz 1 1
C -0.9570 2.9402 2.3228
C 0.3661 3.0421 2.8640
N 1.4645 2.1120 2.5679
C 2.1119 1.0308 3.2587
N 1.8206 0.6136 4.4857
C 2.6806 -0.5225 5.0122
C 4.2356 -0.1488 5.1117
C 4.8860 -0.3678 6.5527
N 6.0244 0.5522 6.9111
O 4.5656 -1.2462 7.3758
C 0.7698 1.1104 5.3985
C -0.7155 0.5566 5.0203
C -1.5723 0.2194 6.3510
I -0.6651 -1.2788 3.8350
N 3.0798 0.5952 2.2800
C 3.0688 1.3829 1.0744
P 4.2206 1.1467 -0.4034
C 3.4863 -0.3507 -1.3362
C 5.8652 0.4658 0.2974
N 2.0123 2.3317 1.3266
C 1.6474 3.3599 0.3056
C 2.2237 4.8217 0.6283
O 1.4784 5.8394 0.6507
H -1.4978 3.8751 1.9263
H -1.5524 1.9643 2.2720
H 0.5461 3.9268 3.5761
H 2.2615 -0.8467 6.0364
H 2.5264 -1.4300 4.3275
H 4.4544 0.9279 4.7899
H 4.7844 -0.8425 4.3684
H 5.5953 1.4974 6.7999
H 6.6560 0.4628 6.0844
H 0.6662 2.2580 5.4146
H 0.9326 0.8060 6.4966
H -1.3196 1.3266 4.4218
H -2.4558 -0.4560 6.0785
H -2.0027 1.1570 6.8445
H -0.9338 -0.3657 7.0964
H 3.3902 -1.2188 -0.5799
H 4.1733 -0.6568 -2.1895
H 2.4393 -0.0348 -1.6572
H 6.4626 1.2643 0.8553
H 5.6885 -0.4262 1.0070
H 6.4543 0.0268 -0.5912
H 0.5313 3.3945 0.0657
H 2.1616 3.0295 -0.6742
H 3.3462 4.9732 0.7973
O -4.8458 0.4833 2.6616
S -5.3268 -0.8289 2.3123
O -4.4277 -1.9177 2.0316
O -6.3792 -0.7004 1.0961
C -5.9379 -0.0641 -0.1073
C -4.9955 -0.9581 -0.8908
C -6.4683 -1.3688 3.5536
H -5.4756 0.9021 0.1153
H -6.8271 0.1360 -0.7087
H -4.0664 -1.1263 -0.3408
H -4.7345 -0.5054 -1.8495
H -5.4473 -1.9354 -1.0689
H -7.1793 -0.5685 3.7568
H -5.8952 -1.5984 4.4522
H -6.9775 -2.2647 3.2003
O -4.1157 -2.3915 -3.5667
S -3.7616 -3.6701 -4.1255
O -2.9967 -3.7838 -5.3385
O -5.0944 -4.5745 -4.2640
C -6.1875 -4.0594 -5.0288
C -5.9040 -4.1077 -6.5189
C -2.9583 -4.6350 -2.8759
H -6.4361 -3.0446 -4.7050
H -7.0529 -4.6889 -4.8102
H -5.0826 -3.4394 -6.7866
H -6.7823 -3.7981 -7.0905
H -5.6143 -5.1147 -6.8247
H -3.5435 -4.5868 -1.9578
H -1.9688 -4.2083 -2.7116
H -2.8635 -5.6624 -3.2265
O -6.4106 5.4662 1.6629
S -5.7155 5.4239 2.9204
O -6.3743 5.7209 4.1642
O -4.3748 6.3237 2.8137
C -4.5088 7.6988 2.4403
C -5.0769 8.5363 3.5711
C -4.9232 3.8489 3.0839
H -5.1151 7.7915 1.5348
H -3.5075 8.0612 2.1967
H -6.1039 8.2447 3.8013
H -5.0859 9.5951 3.3021
H -4.4910 8.4033 4.4827
H -4.3893 3.6206 2.1618
H -5.6989 3.1041 3.2611
H -4.2415 3.8819 3.9335
O -0.1666 -5.6104 0.6939
S -0.9327 -6.8071 0.9262
O -2.0226 -7.1893 0.0678
O -1.4496 -6.8139 2.4586
C -2.2299 -5.7056 2.9154
C -3.6395 -5.7427 2.3547
C 0.1755 -8.1824 1.0503
H -1.7322 -4.7616 2.6742
H -2.2786 -5.7759 4.0043
H -3.6370 -5.6106 1.2706
H -4.2482 -4.9434 2.7839
H -4.1125 -6.7045 2.5622
H 0.9918 -7.9232 1.7239
H 0.5633 -8.3852 0.0516
H -0.3748 -9.0484 1.4166
O 6.8342 -0.0410 -4.8977
S 5.6890 0.4034 -5.6465
O 4.3769 0.4819 -5.0556
O 5.5919 -0.4440 -7.0183
C 5.5217 -1.8710 -6.9329
C 4.1599 -2.3405 -6.4548
C 6.0560 1.9760 -6.3723
H 6.3211 -2.2552 -6.2929
H 5.6991 -2.2585 -7.9383
H 3.9721 -2.0252 -5.4259
H 4.0936 -3.4307 -6.4841
H 3.3660 -1.9169 -7.0728
H 7.0321 1.9273 -6.8539
H 6.0696 2.7148 -5.5708
H 5.2763 2.2246 -7.0915
O 4.1212 8.6220 -2.1141
S 4.1896 9.8878 -1.4334
O 5.3654 10.3008 -0.7140
O 2.9068 10.0325 -0.4596
C 2.6894 9.0206 0.5263
C 3.6761 9.1346 1.6741
C 3.7627 11.1753 -2.5715
H 2.7248 8.0280 0.0700
H 1.6774 9.1624 0.9118
H 4.6966 8.9354 1.3391
H 3.4394 8.4143 2.4613
H 3.6651 10.1418 2.0950
H 2.8537 10.8949 -3.1027
H 4.5895 11.2827 -3.2737
H 3.6231 12.1039 -2.0192
O -0.7431 -6.7545 -4.5528
S 0.6793 -6.6391 -4.3723
O 1.5641 -6.3259 -5.4628
O 1.2257 -7.9639 -3.6227
C 0.9698 -9.2371 -4.2232
C 1.8427 -9.4700 -5.4425
C 0.9969 -5.4855 -3.0661
H -0.0910 -9.3370 -4.4700
H 1.1988 -9.9953 -3.4710
H 1.5980 -8.7689 -6.2433
H 1.7013 -10.4806 -5.8327
H 2.8966 -9.3252 -5.1967
H 0.3596 -5.7254 -2.2145
H 0.7620 -4.4892 -3.4416
H 2.0505 -5.5398 -2.7941
*
```